No. 1
C44H61N6O3S2SiV | ωB97M-V/def2-TZVPD

Positions of all 118 atoms, in Å:
V1 -0.036 -0.459 -0.036
S1 -1.327 -2.397 -0.540
S2 -0.254 -1.240 2.249
Si1 1.524 2.246 -2.070
O1 1.724 -1.425 -0.250
O2 -0.053 0.000 -1.759
O3 0.082 -1.189 -2.635
N1 3.352 -2.599 -1.231
N2 -1.851 0.696 0.399
N3 -3.113 0.027 0.562
N4 -3.145 -3.598 0.905
N5 1.120 1.560 0.745
N6 -2.499 -2.222 3.236
C1 -4.709 -3.514 -1.026
C2 2.091 -2.330 -1.052
C3 -2.061 -2.825 5.575
C4 2.162 3.886 -4.256
C5 -0.999 -3.719 5.447
C6 -2.202 -1.692 4.594
C7 -6.039 -3.619 -0.624
C8 5.415 0.017 -3.216
C9 -7.034 -2.920 -1.293
C10 5.465 1.147 -2.406
C11 -0.036 1.283 -2.473
C12 1.440 3.795 -3.061
C13 4.285 1.769 -2.021
C14 3.005 0.128 -3.234
C15 2.831 1.270 2.618
C16 -2.158 -2.751 0.877
C17 4.362 -1.826 -0.504
C18 -1.723 -2.090 2.207
C19 0.433 2.145 1.944
C20 -0.872 -4.776 6.335
C21 -5.450 0.040 1.012
C22 -6.706 -2.112 -2.375
C23 -4.222 0.937 0.948
C24 -2.987 -2.992 6.595
C25 -3.634 -4.301 -0.318
C26 0.594 4.856 -2.709
C27 -2.855 -4.049 7.490
C28 -4.433 2.048 -0.083
C29 -3.825 -2.854 3.114
C30 -4.386 -2.708 -2.117
C31 0.474 5.973 -3.526
C32 2.041 5.001 -5.076
C33 3.041 1.270 -2.429
C34 2.635 2.717 3.058
C35 -3.923 1.524 2.323
C36 4.190 -0.492 -3.627
C37 -3.766 -4.008 2.173
C38 -5.382 -2.009 -2.787
C39 3.755 -3.688 -2.124
C40 -1.802 -4.941 7.357
C41 1.228 3.219 2.673
C42 1.268 2.672 -0.260
C43 2.514 1.081 1.142
C44 1.197 6.042 -4.710
H1 -3.611 0.737 3.018
H2 -1.301 -1.094 4.537
H3 3.235 1.645 0.551
H4 -6.303 0.593 1.408
H5 -0.043 -5.466 6.240
H6 -4.539 -2.097 2.781
H7 2.631 0.038 0.861
H8 -4.816 1.999 2.728
H9 -7.484 -1.582 -2.910
H10 -3.575 -4.172 8.290
H11 -5.717 -0.332 0.020
H12 -3.625 2.787 -0.081
H13 -2.789 -4.483 -0.975
H14 -0.505 2.585 1.602
H15 2.228 0.590 3.229
H16 4.660 -3.396 -2.650
H17 2.799 2.811 4.131
H18 -5.268 -0.826 1.657
H19 -8.067 -3.025 -0.986
H20 4.343 2.672 -1.417
H21 0.027 4.829 -1.783
H22 2.837 3.086 -4.547
H23 1.370 -2.887 -1.642
H24 -3.808 -2.290 6.705
H25 -3.199 -4.840 2.597
H26 -3.033 -1.041 4.869
H27 -1.937 1.518 -0.202
H28 -0.164 1.060 -3.529
H29 0.190 1.338 2.634
H30 2.969 -3.863 -2.855
H31 5.346 -2.178 -0.800
H32 -3.319 -0.418 -0.331
H33 1.291 4.115 2.056
H34 1.107 6.913 -5.346
H35 2.610 5.061 -5.996
H36 -5.128 -1.407 -3.651
H37 -4.774 -4.353 1.960
H38 2.055 3.354 0.081
H39 -4.529 1.630 -1.089
H40 3.869 0.967 2.765
H41 3.946 -4.603 -1.566
H42 4.152 -1.363 -4.272
H43 -0.897 1.868 -2.139
H44 -3.361 -2.657 -2.465
H45 0.347 3.264 -0.254
H46 6.336 -0.458 -3.536
H47 -4.117 -3.205 4.101
H48 -5.350 2.599 0.133
H49 0.654 3.505 3.556
H50 -0.176 6.791 -3.237
H51 -3.146 2.294 2.293
H52 -6.314 -4.285 0.188
H53 4.240 -1.957 0.571
H54 6.420 1.552 -2.094
H55 2.052 -0.285 -3.551
H56 -1.617 1.055 1.320
H57 -4.009 -5.266 0.021
H58 -1.698 -5.762 8.055
H59 -0.263 -3.582 4.659
H60 4.265 -0.771 -0.756
H61 3.396 3.336 2.577

The gap between HOMO and LUMO (spin up / spin down) is 7.20 / 7.16 eV. As for the total charge: +2. The HOMO energy (spin up / spin down) is -13.13 / -13.14 eV. The strongest force on any atom comes out at 2.55 eV/A. Its spin multiplicity is 3. The value obtained for the energy above the lowest of the compared OMol25 structures with the same formula, charge and spin is 0.0 kcal/mol.

=====

No. 2
C44H61N6SbTa | ωB97M-V/def2-TZVPD

Positions of all 113 atoms, in Å:
Ta1 0.058 -0.378 -0.097
Sb1 -0.064 3.027 -0.221
N1 -0.079 -2.348 -0.311
N2 -2.020 -0.094 -0.074
N3 -0.027 -0.078 -2.119
N4 1.052 -2.581 0.593
N5 2.064 0.102 -0.155
N6 0.067 -0.057 1.932
C1 2.452 0.066 -2.645
C2 -0.561 -4.120 1.030
C3 -0.595 4.386 1.424
C4 6.171 1.254 -2.073
C5 0.838 0.220 4.123
C6 0.562 0.165 -4.327
C7 1.857 4.009 -0.674
C8 5.461 -0.056 1.404
C9 -5.624 -2.223 2.087
C10 1.651 -4.339 2.472
C11 2.528 0.388 2.296
C12 -4.161 -0.651 0.660
C13 -4.229 -0.451 -0.738
C14 -2.265 -3.535 -0.791
C15 -1.035 -0.264 2.833
C16 4.206 0.116 -0.872
C17 -1.269 3.787 -1.779
C18 -0.823 0.264 -4.333
C19 2.871 0.222 0.971
C20 -5.445 -0.466 -1.613
C21 -2.826 -0.441 1.088
C22 -0.564 -0.145 4.146
C23 -6.079 0.776 -2.247
C24 5.371 -1.165 2.451
C25 1.760 0.497 5.290
C26 1.895 1.860 -5.606
C27 1.408 0.432 -5.539
C28 -1.426 -0.152 5.356
C29 -1.519 -0.423 -6.769
C30 2.913 0.178 -1.296
C31 -1.196 0.127 -2.958
C32 -2.911 -0.101 -1.178
C33 -5.381 -0.744 1.646
C34 -2.530 0.138 -2.523
C35 1.193 0.195 2.779
C36 -1.789 0.509 -5.516
C37 0.770 -3.738 1.400
C38 1.923 2.018 5.659
C39 -2.362 -0.512 2.410
C40 -1.490 -1.400 6.248
C41 -1.005 -3.265 0.023
C42 1.081 0.050 -2.979
C43 4.262 0.109 0.553
C44 5.335 -0.094 -1.888
H1 -3.169 -3.358 -0.126
H2 2.246 2.244 6.713
H3 5.981 -0.983 -1.667
H4 -2.498 -0.747 -7.209
H5 2.285 -0.253 -5.446
H6 3.288 0.831 2.961
H7 -2.398 -2.865 -1.613
H8 1.768 5.132 -0.355
H9 -2.473 -0.065 5.020
H10 -1.561 4.832 -1.598
H11 -2.233 3.287 -1.997
H12 -5.260 -1.192 -2.446
H13 4.585 -0.935 3.165
H14 -3.154 -0.709 3.195
H15 -5.754 0.940 -3.320
H16 -0.816 0.071 -7.515
H17 -1.099 0.766 5.882
H18 3.244 0.058 -3.464
H19 -1.153 -4.978 1.422
H20 4.891 -0.203 -2.912
H21 6.436 -0.185 0.847
H22 -0.702 3.907 -2.712
H23 -6.263 -0.335 1.142
H24 -7.165 0.504 -2.359
H25 2.322 2.081 -6.600
H26 -4.838 -2.570 2.788
H27 2.711 -4.252 2.187
H28 -5.506 -2.878 1.164
H29 6.277 -1.260 3.048
H30 -1.692 -2.310 5.703
H31 -3.290 0.234 -3.313
H32 2.656 3.585 -0.012
H33 2.186 4.025 -1.697
H34 -2.346 -1.347 6.945
H35 -2.284 -4.593 -1.054
H36 1.562 -3.996 3.521
H37 0.270 4.930 1.796
H38 5.513 1.893 -2.727
H39 -1.004 -1.300 -6.389
H40 -5.938 1.626 -1.635
H41 -2.844 0.432 -5.190
H42 2.614 2.068 -4.798
H43 7.209 1.018 -2.389
H44 2.776 0.092 5.033
H45 5.145 -2.156 2.067
H46 1.400 -0.112 6.076
H47 -1.250 5.113 0.987
H48 2.557 2.490 4.948
H49 1.932 -2.563 0.100
H50 5.477 0.899 2.030
H51 -1.644 1.585 -5.869
H52 -0.631 -1.619 6.840
H53 0.870 0.278 -6.473
H54 0.892 2.393 5.593
H55 6.244 1.738 -1.081
H56 -6.674 -2.346 2.418
H57 -1.121 3.875 2.264
H58 1.402 -5.397 2.454
H59 -6.262 -0.949 -1.030
H60 1.044 2.517 -5.363
H61 -5.239 -0.062 2.501

The gap between HOMO and LUMO (spin up / spin down) is 5.29 / 5.29 eV. As for the total charge: +3. The HOMO energy (spin up / spin down) is -15.11 / -15.11 eV. The strongest force on any atom comes out at 3.53 eV/A.